Below is a structure of composition C2H3NO3S in a non-equilibrium geometry, with properties calculated with the ωB97M-V functional and the def2-TZVPD basis.

Atoms and positions in Å:
C  0.0213  -1.1131  -0.1340
C  0.4553  0.3338  0.0900
N  0.7948  -2.1148  -0.1451
O  2.7212  0.4319  -1.3058
O  2.9734  0.7877  1.1685
O  2.0786  -2.0638  0.2015
S  2.2930  0.2161  0.0335
H  -0.9857  -1.1313  -0.4654
H  0.2746  0.9867  -0.7948
H  0.4210  0.6251  1.1310

Values from the calculation:
* HOMO-LUMO gap (alpha / beta): 8.47 / 8.46 eV
* LUMO level (alpha / beta): -1.314 / -1.313 eV
* ΔE to the lowest compared entry with this formula, charge and spin: 419.8 kJ/mol
* calculated total energy: -756.5163 a.u.

Below is a structure of composition CHLaLiO2 in a non-equilibrium geometry, with properties calculated with the ωB97M-V functional and the def2-TZVPD basis.

Atoms and positions in Å:
H  1.4266  -0.5642  0.6304
O  0.5172  -0.2563  0.5795
C  0.4088  -0.7806  -0.5765
O  -0.0100  -0.7799  -1.6355
Li  -0.1704  1.3999  1.5226
La  -2.1722  0.9812  -0.5205

Values from the calculation:
* HOMO-LUMO gap (alpha / beta): 6.80 / 5.91 eV
* LUMO level (alpha / beta): -15.517 / -15.476 eV
* ΔE to the lowest compared entry with this formula, charge and spin: 691.6 kJ/mol
* calculated total energy: -226.8901 a.u.
* charge: +3